[1]
The following is a quantum chemistry calculation of a structure of composition C18H35BaF5NO8Te, from the Open Molecules 2025 dataset.

E_HOMO = -12.646 eV
total charge = +1
2S+1 = 1
relative energy (zero: lowest compared OMol25 entry of this formula, charge and spin) = 3.683 eV
LUMO energy = -0.1033 Ha

Atoms and positions in Å:
Ba1 -0.706 0.360 0.534
Te1 -1.889 -1.306 2.722
F1 -3.042 0.077 3.283
F2 -1.722 -1.902 4.471
F3 -3.490 -2.264 2.677
F4 -2.506 -0.845 0.900
F5 -1.231 -2.959 2.090
O1 0.317 -1.613 0.231
O2 0.273 2.825 -1.284
O3 -1.860 -0.224 -1.977
O4 -0.432 -0.355 2.613
O5 -2.758 1.863 -0.358
O6 -1.492 2.288 1.988
O7 0.969 0.130 -2.085
O8 1.149 1.995 1.337
N1 0.612 -3.815 -0.077
C1 0.232 -0.683 -2.987
C2 1.621 1.260 -2.640
C3 -1.192 -0.213 -3.226
C4 2.549 -2.344 -0.265
C5 3.534 -3.151 0.622
C6 2.254 -5.330 1.004
C7 -0.575 3.130 2.667
C8 0.791 2.540 -2.574
C9 2.868 -4.082 1.639
C10 1.066 3.657 -0.448
C11 1.441 -4.998 -0.251
C12 -2.974 3.109 0.284
C13 -2.789 2.836 1.768
C14 -3.221 1.763 -1.694
C15 0.783 2.439 2.641
C16 -3.191 0.280 -2.024
C17 1.080 -2.573 0.007
C18 1.925 2.880 0.543
H1 1.619 -5.828 1.739
H2 0.785 -5.828 -0.504
H3 -0.356 -3.934 0.187
H4 2.643 2.257 0.006
H5 -3.991 3.470 0.104
H6 -2.255 3.852 -0.081
H7 0.717 1.537 3.247
H8 -0.078 2.452 -3.227
H9 -4.246 2.139 -1.780
H10 -0.539 4.115 2.188
H11 2.705 -1.275 -0.138
H12 1.544 3.096 3.069
H13 -3.656 0.076 -2.992
H14 1.707 4.312 -1.047
H15 -1.214 0.786 -3.671
H16 1.405 3.370 -2.938
H17 3.040 -6.034 0.721
H18 1.901 1.076 -3.682
H19 2.538 1.390 -2.062
H20 2.110 -4.835 -1.098
H21 -1.676 -0.912 -3.917
H22 0.176 -1.665 -2.514
H23 4.208 -3.735 -0.008
H24 0.755 -0.772 -3.945
H25 -3.739 -0.244 -1.242
H26 -2.946 3.740 2.360
H27 -3.519 2.085 2.070
H28 -2.571 2.340 -2.364
H29 3.611 -4.396 2.373
H30 2.478 3.588 1.166
H31 -0.878 3.262 3.711
H32 0.359 4.278 0.106
H33 4.155 -2.443 1.170
H34 2.717 -2.567 -1.322
H35 2.097 -3.531 2.185


[2]
The following is a quantum chemistry calculation of an isolated molecule of C4H11NO2, from the Open Molecules 2025 dataset.

E_HOMO = -9.261 eV
2S+1 = 1
relative energy (zero: lowest compared OMol25 entry of this formula, charge and spin) = 1.232 eV
structure (SMILES) = C[C@@H](O)[C@@H](N)CO
LUMO energy = 0.0308 Ha

Atoms and positions in Å:
O1 1.593 0.709 -0.723
O2 -2.283 -0.296 -0.559
N1 0.043 1.143 1.745
C1 0.868 -1.628 -0.665
C2 -0.238 0.185 0.679
C3 1.066 -0.319 0.085
C4 -1.213 0.661 -0.426
H1 -0.723 -0.673 1.135
H2 0.488 1.985 1.387
H3 -3.125 0.166 -0.687
H4 1.716 -0.532 0.948
H5 0.198 -1.503 -1.527
H6 -0.839 1.493 2.107
H7 2.525 0.536 -0.878
H8 1.811 -1.983 -1.073
H9 0.412 -2.349 0.010
H10 -0.717 0.745 -1.400
H11 -1.580 1.660 -0.159


[3]
The following is a quantum chemistry calculation of the ion C3H4NO with charge +1, from the Open Molecules 2025 dataset.

E_HOMO (spin up / spin down) = -14.996 / -15.258 eV
total charge = +1
2S+1 = 1
relative energy (zero: lowest compared OMol25 entry of this formula, charge and spin) = 6.476 eV
structure (SMILES) = C1#COC[NH2+]1
LUMO energy (spin up / spin down) = -0.2743 / -0.2573 Ha

Atoms and positions in Å:
O1 0.759 -0.393 -1.844
N1 0.315 0.747 0.145
C1 0.991 0.829 -1.968
C2 0.617 1.732 -1.001
C3 -0.020 -0.535 -0.639
H1 1.128 0.487 0.786
H2 -1.101 -0.788 -0.922
H3 0.106 -1.534 -0.171
H4 -0.506 1.270 0.733


[4]
The following is a quantum chemistry calculation of a cluster of 8 separate species, C41H59N2O25 in total, from the Open Molecules 2025 dataset.

E_HOMO = -12.123 eV
total charge = +1
2S+1 = 1
LUMO energy = -0.1877 Ha

Atoms and positions in Å:
O1 6.870 -4.936 2.162
O2 -6.521 -4.371 -1.499
O3 -5.266 -2.902 -2.684
O4 -4.831 0.788 8.552
O5 1.413 3.428 -3.972
O6 0.944 -4.256 5.996
O7 2.289 6.550 -9.748
O8 -3.049 -0.006 7.435
O9 -2.266 -3.355 1.140
O10 1.609 3.867 0.336
O11 -0.199 -3.032 -2.248
O12 2.184 5.428 -7.783
O13 5.237 -4.757 0.596
O14 -4.748 -5.111 -2.665
O15 -1.763 -2.216 3.032
O16 -1.254 8.626 -2.932
O17 1.278 -1.528 -1.409
O18 -3.536 2.207 7.349
O19 -1.165 -3.441 6.186
O20 0.304 6.270 -8.687
O21 -0.812 -5.645 5.790
O22 -2.987 -1.222 1.430
O23 -0.878 -0.940 -1.790
O24 -1.416 7.683 -0.854
O25 4.844 -4.077 2.705
N1 3.559 5.956 -2.325
N2 2.483 3.671 -1.912
C1 4.925 5.355 -2.437
C2 0.969 5.799 -2.026
C3 2.364 3.264 -0.489
C4 -2.334 -2.357 1.805
C5 -1.889 -1.540 -2.594
C6 2.101 8.183 -2.381
C7 -2.980 -0.348 2.558
C8 -1.782 -0.825 3.325
C9 0.791 7.343 -2.168
C10 -2.035 -3.829 -3.612
C11 5.757 -4.622 1.850
C12 -5.229 -6.208 -1.891
C13 3.803 -3.552 1.895
C14 -6.635 -5.786 -1.578
C15 3.850 -4.437 0.687
C16 -0.675 7.956 -2.053
C17 6.958 5.021 -0.737
C18 1.462 -5.583 5.928
C19 -0.085 5.478 -7.567
C20 3.374 -3.738 -0.568
C21 -5.161 -7.495 -2.685
C22 3.239 2.042 0.123
C23 1.186 5.401 -6.773
C24 -1.618 -3.003 -2.415
C25 -3.781 1.100 7.742
C26 -1.217 6.142 -6.811
C27 -3.558 -1.076 8.229
C28 -4.962 -0.627 8.507
C29 0.329 -6.338 5.300
C30 6.064 6.101 -1.578
C31 0.808 1.575 -2.472
C32 -2.864 1.095 2.116
C33 2.374 5.135 -2.091
C34 1.652 6.123 -8.829
C35 3.462 7.400 -2.465
C36 1.568 2.936 -2.806
C37 0.169 -1.811 -1.782
C38 -3.493 -2.384 7.469
C39 -5.490 -4.023 -2.316
C40 -0.414 -4.361 6.009
C41 2.729 -5.617 5.100
H1 -6.995 -6.204 -0.637
H2 3.665 1.353 -0.685
H3 6.802 6.578 -2.329
H4 -1.896 -4.893 -3.406
H5 -2.885 -1.256 -2.250
H6 4.412 8.023 -2.633
H7 5.248 5.407 -3.546
H8 -1.390 5.652 -5.850
H9 5.687 6.929 -0.888
H10 -2.140 6.101 -7.394
H11 -1.415 -3.596 -4.483
H12 -0.394 4.492 -7.932
H13 -3.790 1.422 1.636
H14 -3.889 -2.265 6.457
H15 -5.703 -8.299 -2.182
H16 4.938 4.250 -2.125
H17 -1.877 -0.651 4.398
H18 3.292 -5.367 0.843
H19 1.661 -5.929 6.949
H20 1.365 0.691 -2.963
H21 1.339 6.263 -6.115
H22 -0.922 7.010 -0.331
H23 -2.660 1.753 2.964
H24 -3.907 -0.504 3.120
H25 -2.068 1.213 1.375
H26 -2.454 -2.712 7.362
H27 2.843 -3.603 2.411
H28 -7.347 -6.030 -2.372
H29 -3.082 -3.656 -3.864
H30 2.581 1.496 0.878
H31 -5.576 -7.357 -3.687
H32 -4.619 -6.283 -0.984
H33 8.012 5.449 -0.566
H34 6.462 4.915 0.287
H35 0.311 -7.387 5.600
H36 0.007 5.190 -1.851
H37 7.043 4.015 -1.296
H38 -2.964 -1.137 9.148
H39 3.546 -5.126 5.634
H40 -1.757 -1.197 -3.625
H41 0.667 1.354 -1.362
H42 4.062 -2.937 -0.853
H43 -0.217 1.612 -3.003
H44 4.085 2.551 0.728
H45 -5.344 -1.016 9.452
H46 -4.121 -7.806 -2.817
H47 -4.055 -3.169 7.982
H48 -0.841 -0.387 2.976
H49 3.343 -4.437 -1.408
H50 4.033 -2.505 1.673
H51 2.377 -3.317 -0.428
H52 1.251 4.487 -6.181
H53 2.043 9.325 -2.461
H54 -1.002 7.200 -6.638
H55 0.323 -6.280 4.207
H56 -2.079 -3.392 -1.502
H57 3.028 -6.643 4.873
H58 2.594 -5.069 4.164
H59 -5.665 -0.882 7.708


[5]
The following is a quantum chemistry calculation of a cluster of 2 separate species, C8H14FNO7 in total, from the Open Molecules 2025 dataset.

E_HOMO = -9.853 eV
2S+1 = 1
structure (SMILES) = O=C1OC[C@@H](F)O1.CCOCOC(=O)OCN
LUMO energy = 0.0214 Ha

Atoms and positions in Å:
F1 -5.841 5.426 0.351
O1 -1.747 3.724 0.117
O2 -3.674 2.868 1.002
O3 0.980 -0.877 1.541
O4 1.960 -3.889 -1.225
O5 4.011 -4.372 0.026
O6 -3.723 4.846 -0.091
O7 2.559 -2.421 0.683
N1 4.810 -2.981 -1.916
C1 -0.907 0.169 0.041
C2 -4.977 3.398 1.142
C3 -2.945 3.808 0.326
C4 2.814 -3.554 -0.220
C5 1.285 -1.736 0.366
C6 5.132 -4.008 -0.853
C7 0.292 0.360 1.142
C8 -5.049 4.381 0.024
H1 5.634 -2.310 -1.953
H2 -0.388 0.251 -1.031
H3 1.026 1.232 0.798
H4 4.884 -3.518 -2.831
H5 -5.073 3.868 2.127
H6 -5.372 3.952 -0.930
H7 -1.659 1.094 0.077
H8 -1.463 -0.860 0.079
H9 5.488 -5.019 -1.379
H10 1.465 -1.138 -0.626
H11 -5.732 2.611 1.054
H12 6.082 -3.599 -0.257
H13 0.359 -2.485 0.284
H14 -0.230 0.779 2.131


[6]
The following is a quantum chemistry calculation of a cluster of 2 separate species, C7H9Cl2F2NS2 in total, from the Open Molecules 2025 dataset.

E_HOMO = -9.113 eV
2S+1 = 1
relative energy (zero: lowest compared OMol25 entry of this formula, charge and spin) = 0.167 eV
structure (SMILES) = FC(F)(Cl)CCCS.Clc1nccs1
LUMO energy = 0.0205 Ha

Atoms and positions in Å:
Cl1 0.915 -1.813 -3.685
Cl2 2.419 0.695 1.667
S1 3.083 -1.098 -1.650
S2 -1.043 0.196 -2.312
F1 0.601 2.072 2.504
F2 1.849 3.048 1.110
N1 1.273 -2.825 -1.317
C1 1.580 -1.957 -2.146
C2 0.268 1.689 0.254
C3 2.189 -2.971 -0.246
C4 3.213 -2.099 -0.226
C5 1.168 1.899 1.321
C6 -0.479 0.366 0.453
C7 -1.604 0.246 -0.611
H1 0.835 1.584 -0.678
H2 -2.383 -0.601 -0.462
H3 -0.911 0.393 1.490
H4 -2.187 1.189 -0.744
H5 -1.533 -0.961 -2.298
H6 -0.364 2.446 0.183
H7 0.284 -0.473 0.394
H8 2.099 -3.807 0.475
H9 4.095 -2.134 0.321


[7]
The following is a quantum chemistry calculation of a structure of composition C26H31F3N4O7S3Se2Ti, from the Open Molecules 2025 dataset.

E_HOMO (spin up / spin down) = -0.134 / -2.134 eV
total charge = -2
2S+1 = 3
relative energy (zero: lowest compared OMol25 entry of this formula, charge and spin) = 0.070 eV
LUMO energy (spin up / spin down) = 0.1487 / 0.1484 Ha

Atoms and positions in Å:
Se1 -2.828 -0.842 -0.487
Se2 -0.863 2.575 -0.477
Ti1 -0.407 -0.253 -0.632
S1 0.822 -3.519 -1.102
S2 2.292 0.673 -0.591
S3 0.038 -0.007 -4.194
F1 -1.043 1.482 -6.072
F2 -2.510 1.011 -4.482
F3 -1.013 2.546 -4.230
O1 -4.869 2.565 1.893
O2 -0.256 -1.232 -4.896
O3 0.290 -4.847 -1.341
O4 -0.232 -0.076 -2.742
O5 1.326 0.671 -4.373
O6 -5.425 0.887 -1.893
O7 1.387 -2.837 -2.255
N1 -0.173 -2.430 -0.405
N2 2.603 3.267 -0.211
N3 2.112 2.555 -2.364
N4 0.022 -0.466 1.371
C1 -1.018 -4.017 1.305
C2 3.305 -5.021 1.824
C3 -0.436 -0.930 4.147
C4 3.988 -3.855 2.138
C5 -4.240 1.803 -1.741
C6 -2.719 3.085 -0.200
C7 2.174 3.882 -2.949
C8 2.874 -2.670 0.402
C9 -1.225 1.319 -4.756
C10 2.230 2.273 -1.085
C11 -0.481 -2.791 0.917
C12 3.835 -2.690 1.391
C13 -3.591 0.694 0.425
C14 -0.701 -1.942 3.197
C15 2.094 -3.811 0.116
C16 -1.245 -3.180 3.519
C17 -5.065 2.632 0.471
C18 2.485 4.713 -0.660
C19 2.280 -4.980 0.837
C20 -1.343 -4.230 2.624
C21 5.014 -3.848 3.254
C22 2.991 4.826 -2.068
C23 -0.354 -1.713 1.836
C24 0.109 0.226 3.709
C25 -3.903 2.062 -0.305
C26 0.360 0.451 2.367
H1 1.443 5.035 -0.640
H2 -4.531 0.306 0.753
H3 1.680 -5.880 0.650
H4 4.535 -3.272 4.078
H5 -3.010 0.754 1.353
H6 0.267 1.021 4.476
H7 -5.025 0.081 -1.568
H8 2.758 -1.788 -0.178
H9 2.599 3.646 -3.959
H10 -1.627 -3.310 4.547
H11 -0.769 -0.991 5.186
H12 4.417 -1.773 1.562
H13 5.872 -3.360 2.848
H14 -2.970 3.918 -0.803
H15 -3.410 1.363 -2.279
H16 0.514 1.439 1.989
H17 -2.834 3.470 0.815
H18 1.707 1.805 -2.916
H19 3.024 5.340 0.088
H20 -6.032 2.231 0.200
H21 2.865 5.865 -2.381
H22 3.518 -6.035 2.290
H23 -1.204 -4.752 0.529
H24 -1.831 -5.201 2.884
H25 -5.153 3.705 0.254
H26 5.156 -4.885 3.616
H27 4.074 4.520 -2.037
H28 1.160 4.318 -3.077
H29 -3.897 2.677 2.062
H30 -4.545 2.682 -2.339
H31 2.559 3.058 0.766


[8]
The following is a quantum chemistry calculation of a structure of composition C30H50OsP4Se, from the Open Molecules 2025 dataset.

E_HOMO (spin up / spin down) = -18.957 / -18.989 eV
total charge = +4
2S+1 = 5
relative energy (zero: lowest compared OMol25 entry of this formula, charge and spin) = 0.000 eV
LUMO energy (spin up / spin down) = -0.4982 / -0.5351 Ha

Atoms and positions in Å:
Os1 0.319 -0.438 0.360
Se1 0.615 -0.284 -3.081
P1 -1.531 -1.511 -0.684
P2 1.435 -2.334 0.892
P3 2.069 0.983 0.010
P4 -1.028 0.760 1.749
C1 -2.556 -0.443 -1.759
C2 0.833 1.012 -7.030
C3 -0.096 3.341 2.462
C4 0.413 1.558 4.029
C5 -2.277 1.762 0.913
C6 -0.196 1.992 2.841
C7 0.617 4.240 3.261
C8 2.350 -3.045 -0.519
C9 -3.491 -1.938 4.630
C10 -1.991 -0.229 2.978
C11 -1.830 3.296 -2.181
C12 -1.138 -2.943 -1.759
C13 1.458 2.551 -0.690
C14 0.623 0.976 -5.654
C15 -2.133 -2.188 4.417
C16 -1.380 -1.320 3.618
C17 0.418 -3.725 1.506
C18 0.904 -0.199 -4.921
C19 3.404 0.434 -1.106
C20 1.242 3.798 4.432
C21 1.148 2.455 4.808
C22 2.720 -2.170 2.187
C23 1.624 -1.285 -6.979
C24 -1.104 2.784 -3.189
C25 2.974 1.499 1.515
C26 1.403 -1.334 -5.604
C27 -4.088 -0.810 4.056
C28 -3.341 0.051 3.246
C29 -2.788 -2.248 0.432
C30 1.341 -0.114 -7.700
H1 2.979 -2.284 -0.994
H2 1.516 -0.072 -8.777
H3 1.080 -4.458 1.988
H4 -0.120 -4.220 0.689
H5 -1.922 0.141 -2.442
H6 -3.216 1.203 0.816
H7 2.999 0.683 2.247
H8 0.602 1.922 -7.587
H9 1.654 -3.436 -1.269
H10 -2.340 -3.033 1.051
H11 -3.222 -1.494 1.099
H12 -1.401 4.013 -1.474
H13 -1.930 2.061 -0.087
H14 0.227 1.835 -5.114
H15 2.024 -2.166 -7.484
H16 -1.646 -3.053 4.872
H17 4.005 1.765 1.241
H18 2.986 -3.864 -0.151
H19 1.614 -2.233 -5.026
H20 -0.511 -2.622 -2.605
H21 -5.143 -0.597 4.232
H22 0.319 0.517 4.343
H23 -2.468 2.668 1.504
H24 3.000 -3.172 2.542
H25 -2.083 -3.342 -2.155
H26 0.683 5.286 2.962
H27 -4.079 -2.619 5.246
H28 -0.310 -1.504 3.498
H29 3.610 -1.662 1.790
H30 1.802 4.499 5.051
H31 -0.592 3.701 1.559
H32 2.280 3.050 -1.221
H33 4.102 1.270 -1.265
H34 2.327 -1.592 3.034
H35 -1.558 2.120 -3.931
H36 2.976 0.134 -2.078
H37 2.477 2.363 1.973
H38 1.641 2.096 5.711
H39 -0.623 -3.735 -1.202
H40 -3.588 -2.690 -0.180
H41 -0.310 -3.377 2.249
H42 1.103 3.207 0.115
H43 0.635 2.386 -1.398
H44 -0.059 3.068 -3.345
H45 -3.813 0.941 2.831
H46 -3.166 0.250 -1.169
H47 3.949 -0.413 -0.670
H48 -2.893 3.064 -2.074
H49 0.682 -0.458 1.935
H50 -3.218 -1.077 -2.367


no.,E (eV)
1,-58673.4570
2,-9911.0101
3,-6698.1938
4,-97631.8083
5,-27058.4906
6,-61043.9804
7,-242228.2179
8,-136848.4925